(1)
{"formula": "C10H8F12NaO18S4", "method": "ωB97M-V with the def2-TZVPD basis set", "homo_energy_ev": -0.56, "charge": -3, "orbital_gap_ev": 5.36, "symbols": ["Na", "C", "F", "F", "F", "S", "O", "O", "O", "C", "F", "F", "F", "S", "O", "O", "O", "C", "F", "F", "F", "S", "O", "O", "O", "C", "F", "F", "F", "S", "O", "O", "O", "C", "C", "O", "C", "O", "O", "H", "H", "H", "H", "C", "C", "O", "C", "O", "O", "H", "H", "H", "H"], "coordinates": [[0.4162, 0.7027, 0.4252], [3.7940, 4.3161, 1.1167], [3.3735, 4.4785, -0.1163], [5.0705, 3.9915, 1.1351], [3.6301, 5.4871, 1.8220], [2.9180, 2.8320, 1.9889], [2.2655, 2.1029, 0.9282], [4.0095, 2.0637, 2.6412], [1.9382, 3.4112, 2.9128], [1.0441, -2.2749, 3.5745], [-0.2583, -2.2194, 4.0558], [1.7360, -2.8940, 4.5391], [1.1597, -3.1083, 2.4746], [1.7640, -0.5427, 3.3489], [2.1522, -0.0292, 4.6651], [2.9232, -0.7022, 2.4221], [0.6629, 0.2233, 2.6852], [-2.1294, 4.6412, 2.1427], [-2.4709, 5.4066, 1.1005], [-0.8714, 5.0744, 2.4531], [-2.9919, 4.9439, 3.1660], [-2.2291, 2.6380, 1.7388], [-1.9131, 1.9555, 3.0367], [-3.5655, 2.3839, 1.2562], [-1.3465, 2.2816, 0.6057], [-2.8406, -3.2390, -0.0052], [-2.4529, -3.3155, -1.2581], [-4.0502, -3.8576, 0.1031], [-1.9667, -3.8968, 0.8768], [-3.1240, -1.3088, 0.3772], [-4.4007, -0.9638, -0.2902], [-3.2765, -1.2262, 1.7964], [-2.0062, -0.5935, -0.2373], [1.0325, -3.7219, -3.1344], [0.5142, -4.6735, -2.1119], [0.1907, -3.8776, -1.0319], [0.9221, -2.6914, -1.1305], [1.1016, -1.8842, -0.2085], [1.5164, -2.6643, -2.2776], [0.2091, -3.3634, -3.7521], [1.8496, -4.1035, -3.7467], [1.2551, -5.4076, -1.7955], [-0.3973, -5.2019, -2.3916], [-0.5990, 1.0369, -4.5320], [-1.4327, 0.4901, -3.3839], [-0.6342, 1.1253, -2.3538], [0.6116, 1.1389, -2.7127], [1.5660, 1.2344, -1.9216], [0.7124, 1.1599, -4.0167], [-0.8555, 2.0588, -4.8113], [-0.5987, 0.4108, -5.4242], [-1.4429, -0.5970, -3.3053], [-2.4850, 0.7690, -3.4394]], "forces_ev_per_a": [[0.0, 0.2, 0.6], [-1.6, -1.5, 2.5], [0.1, 0.7, -0.8], [1.4, 0.7, -0.7], [0.3, -0.5, -0.9], [-0.8, -1.6, 2.9], [0.4, 0.3, -1.2], [-1.0, 2.0, -1.2], [1.4, 0.5, -0.8], [-0.6, -0.1, 0.3], [1.6, -0.4, -1.3], [0.3, -0.4, 0.4], [-0.8, 1.3, 1.3], [1.1, 3.5, -3.0], [-0.9, -1.5, -0.7], [-1.9, -1.1, 1.7], [1.4, -2.1, 1.4], [1.0, -1.4, 0.0], [-0.6, 0.0, -0.4], [-1.2, -0.6, 0.4], [0.8, -0.1, -0.7], [0.9, -3.4, 1.1], [-0.5, 2.6, -2.6], [-1.3, 1.5, 0.6], [0.7, 1.7, 1.3], [-0.6, 2.0, 2.6], [0.6, -1.0, -0.8], [0.8, -0.3, -0.1], [-1.3, 0.9, -1.9], [-1.6, 1.8, -0.6], [1.2, -1.5, -0.3], [0.7, -0.8, 0.6], [0.1, -1.4, 0.1], [0.1, 0.5, 0.1], [-0.5, -1.5, 0.1], [0.3, 1.9, 1.1], [-0.2, 1.4, 5.8], [-1.1, -2.7, -3.5], [1.1, 0.3, -3.1], [0.1, 0.3, -0.1], [0.0, 0.2, 0.1], [0.2, -0.2, -0.1], [0.1, -0.1, -0.3], [-0.5, 0.1, -1.3], [0.9, 0.8, -0.5], [-3.0, -1.1, 1.6], [4.1, 1.1, 3.9], [-2.7, -0.5, -2.5], [0.8, -0.9, -1.9], [-0.6, 0.0, -0.1], [0.2, 0.0, 0.0], [0.5, 0.0, 0.3], [0.3, 0.6, 0.6]], "lowdin_charge": [0.327, -0.656, 0.130, 0.099, 0.061, 0.513, -0.331, -0.350, -0.331, -0.563, 0.071, 0.071, 0.066, 0.545, -0.332, -0.359, -0.343, -0.556, 0.077, 0.079, 0.055, 0.542, -0.336, -0.355, -0.357, -0.569, 0.101, 0.062, 0.060, 0.487, -0.379, -0.300, -0.323, -0.095, -0.188, 0.034, -0.491, 0.173, 0.093, 0.127, 0.127, 0.129, 0.132, -0.136, -0.057, 0.094, -0.591, 0.144, 0.077, 0.129, 0.121, 0.128, 0.143]}

=====

(2)
{"formula": "C5H6O2", "method": "ωB97M-V with the def2-TZVPD basis set", "smiles": "O=C1CC2(CO2)C1", "de_lowest_ev": 4.336, "homo_energy_ev": -9.88, "charge": 0, "orbital_gap_ev": 10.54, "symbols": ["O", "C", "C", "C", "C", "O", "C", "H", "H", "H", "H", "H", "H"], "coordinates": [[-2.5122, -0.8107, 0.4819], [-1.5443, -0.3118, -0.0645], [-0.7691, 0.9990, 0.0341], [0.4919, 0.1255, -0.1669], [1.8425, 0.3158, 0.3564], [1.5399, 0.5607, -1.0150], [-0.3920, -1.1660, -0.3956], [-0.8848, 1.5541, 0.9704], [-0.9621, 1.6546, -0.8209], [2.0836, 1.1922, 0.9579], [2.4623, -0.5602, 0.5417], [-0.2269, -1.8028, -1.2633], [-1.1288, -1.7506, 0.3837]], "forces_ev_per_a": [[-1.3, 1.9, -0.4], [-1.2, 0.4, 0.0], [-0.1, 0.0, 0.0], [-0.4, -0.4, 0.7], [0.0, -0.1, 0.4], [-0.4, -0.4, -0.2], [-0.4, -0.7, 0.3], [0.0, -0.1, -0.2], [0.1, -0.1, 0.1], [-0.1, -0.1, -0.2], [-0.1, 0.1, 0.0], [-0.2, 0.4, -0.1], [4.1, -0.8, -0.5]], "lowdin_charge": [0.050, -0.436, 0.019, -0.388, -0.073, -0.001, 0.025, 0.126, 0.134, 0.117, 0.117, 0.122, 0.188]}

=====

Results for strongest force on any atom: 0.11557, 0.08093 (in hartree/bohr, following the order of the records).